Record 1
8 unconnected molecules or ions with the total composition C44H106N6O14 in a non-equilibrium geometry, computed with the ωB97M-V functional and the def2-TZVPD basis.

Cartesian coordinates (Å):
C -2.47 4.03 5.22
O -1.97 2.82 4.53
C -1.33 1.88 5.45
C 0.10 2.28 6.07
N 1.17 2.27 5.02
H 2.07 2.14 5.45
H 1.05 1.45 4.44
C 1.13 3.42 4.03
C 2.41 3.28 3.08
O 3.63 3.60 3.74
C 4.66 3.36 2.81
H -1.65 4.49 5.77
H -3.28 3.76 5.91
H -2.95 4.73 4.54
H -1.28 0.96 4.88
H -2.05 1.63 6.24
H 0.44 1.57 6.82
H 0.27 3.26 6.52
H 1.02 4.26 4.71
H 0.23 3.32 3.42
H 2.34 4.11 2.38
H 2.38 2.40 2.44
H 4.58 2.30 2.57
H 5.70 3.45 3.14
H 4.51 3.87 1.86
C -3.65 2.07 -3.14
O -3.16 3.39 -2.99
C -1.69 3.40 -2.67
C -0.75 3.15 -3.92
N -1.07 4.00 -5.17
H -0.28 4.07 -5.79
H -1.85 3.63 -5.68
C -1.45 5.42 -4.80
C -1.81 6.13 -6.06
O -0.77 6.11 -7.01
C -1.32 6.00 -8.34
H -3.81 1.72 -2.12
H -2.87 1.54 -3.69
H -4.56 2.15 -3.75
H -1.41 2.82 -1.79
H -1.54 4.42 -2.34
H -0.71 2.09 -4.16
H 0.27 3.43 -3.66
H -0.54 5.76 -4.30
H -2.33 5.37 -4.17
H -2.08 7.16 -5.82
H -2.69 5.62 -6.46
H -2.08 6.73 -8.60
H -1.69 4.98 -8.50
H -0.42 6.19 -8.92
C 2.82 -8.41 -0.86
O 1.43 -8.21 -0.50
C 0.56 -8.65 -1.47
C -0.92 -8.53 -0.93
N -1.23 -7.09 -0.80
H -0.56 -6.73 -0.13
H -0.95 -6.53 -1.59
C -2.72 -6.81 -0.38
C -3.05 -5.33 -0.59
O -2.30 -4.49 0.33
C -2.44 -3.06 -0.04
H 3.12 -9.43 -1.07
H 3.48 -7.90 -0.15
H 3.09 -7.75 -1.69
H 0.84 -9.65 -1.82
H 0.63 -7.86 -2.22
H -1.11 -9.01 0.03
H -1.54 -8.99 -1.70
H -2.81 -7.17 0.65
H -3.31 -7.45 -1.02
H -4.13 -5.19 -0.51
H -2.90 -5.02 -1.62
H -2.04 -2.65 -0.97
H -2.10 -2.38 0.74
H -3.52 -2.96 -0.06
C 7.12 0.96 -0.47
O 5.92 1.54 -1.02
C 4.99 0.58 -1.58
C 4.09 1.17 -2.70
N 3.12 2.23 -2.19
H 2.67 2.55 -3.03
H 2.33 1.83 -1.72
C 3.78 3.48 -1.57
C 2.59 4.53 -1.33
O 1.77 4.76 -2.47
C 2.26 5.74 -3.38
H 7.83 0.72 -1.26
H 6.92 0.20 0.29
H 7.60 1.81 0.02
H 4.36 0.22 -0.76
H 5.52 -0.29 -1.97
H 3.47 0.46 -3.25
H 4.58 1.64 -3.55
H 4.54 3.82 -2.27
H 4.30 3.24 -0.64
H 2.88 5.53 -1.01
H 1.97 4.13 -0.53
H 3.25 5.47 -3.73
H 2.33 6.75 -2.96
H 1.54 5.73 -4.20
C -9.34 -1.01 4.04
C -8.50 -0.08 3.21
C -6.96 -0.52 3.07
C -6.18 0.79 2.70
N -4.63 0.70 2.53
C -4.05 2.06 2.22
C -2.79 1.79 1.47
C -2.90 0.39 0.86
C -4.20 -0.06 1.23
C -3.97 0.10 3.76
H -10.14 -1.50 3.49
H -9.78 -0.53 4.91
H -8.75 -1.78 4.54
H -8.46 0.90 3.69
H -8.99 -0.05 2.23
H -6.73 -1.23 2.27
H -6.54 -0.77 4.04
H -6.34 1.40 3.58
H -6.56 1.37 1.86
H -3.93 2.65 3.13
H -4.73 2.62 1.58
H -1.94 1.92 2.14
H -2.57 2.53 0.69
H -2.16 -0.27 1.31
H -2.77 0.41 -0.23
H -4.30 -1.14 1.31
H -4.90 0.18 0.44
H -4.27 0.66 4.65
H -2.90 0.17 3.57
H -4.21 -0.95 3.87
C 5.18 -0.86 2.44
C 5.16 -2.20 1.75
C 3.72 -2.61 1.26
C 3.84 -3.82 0.36
N 2.79 -3.89 -0.74
C 3.16 -4.93 -1.86
C 3.41 -4.18 -3.15
C 2.55 -2.95 -3.03
C 2.61 -2.56 -1.57
C 1.51 -4.39 -0.08
H 6.12 -0.67 2.96
H 4.33 -0.76 3.13
H 4.97 -0.01 1.80
H 5.59 -2.98 2.38
H 5.80 -2.03 0.89
H 3.24 -1.72 0.84
H 3.11 -2.85 2.13
H 3.93 -4.79 0.85
H 4.71 -3.68 -0.27
H 2.27 -5.55 -1.98
H 4.03 -5.57 -1.69
H 3.14 -4.77 -4.03
H 4.48 -3.96 -3.18
H 1.53 -3.13 -3.36
H 2.93 -2.21 -3.75
H 1.70 -2.02 -1.31
H 3.48 -1.95 -1.34
H 0.68 -4.30 -0.78
H 1.31 -3.65 0.69
H 1.59 -5.36 0.41
O 0.58 -1.58 2.16
C 0.77 -0.50 2.96
O 1.32 -0.53 4.06
O 0.37 0.62 2.56
H 0.32 -1.17 1.33
O 0.56 1.53 -0.06
C 0.29 0.47 -0.87
O 0.02 -0.63 -0.36
O 0.54 0.61 -2.06
H 0.36 1.22 0.83

As for the net charge: +4. The HOMO-LUMO gap is 8.1929 eV. As for the energy: -3120.5270 Eh.

***

Record 2
A gas-phase ion, C6H13N2O2S (charge +1) in a non-equilibrium geometry, computed with the ωB97M-V functional and the def2-TZVPD basis.

Cartesian coordinates (Å):
C 0.96 0.15 -1.24
C 0.26 0.43 -2.50
C -1.17 0.73 -2.08
C -1.45 -0.17 -0.87
C -0.25 -0.70 2.24
C -0.08 -0.55 -0.33
N 0.16 -0.11 1.16
N 0.16 -0.36 3.42
O 2.36 1.70 0.50
O 2.93 -0.63 0.26
S 2.50 0.55 -0.86
H 0.80 1.20 -3.07
H 0.19 -0.32 -3.23
H -1.48 1.82 -1.96
H -1.78 0.45 -2.91
H -2.16 0.49 -0.28
H -2.06 -1.12 -1.00
H -1.02 -1.44 2.05
H -0.06 -1.65 -0.43
H 3.67 -0.50 0.91
H 0.89 0.63 1.30
H 0.87 0.33 3.48
H -0.39 -0.81 4.09
H 2.65 2.53 0.13

As for the net charge: +1. The energy above the lowest of the compared OMol25 structures with the same formula, charge and spin is 108.7 kJ/mol. The HOMO-LUMO gap is 8.8980 eV. As for the energy: -894.2634 Eh.

***

Record 3
A gas-phase ion, C8H18N2O4 (charge +2) in a non-equilibrium geometry, computed with the ωB97M-V functional and the def2-TZVPD basis.

Cartesian coordinates (Å):
C -0.29 1.09 -0.09
C -0.01 -0.35 -0.63
C -2.00 -0.27 0.21
C -2.14 -0.74 1.61
C 4.57 -0.22 0.19
C 0.97 -1.09 0.23
C -3.11 -0.19 -0.83
C 3.13 0.01 0.40
N 0.03 -0.58 -1.92
N -4.29 0.60 -0.14
O 0.41 2.06 0.04
O -1.52 1.19 0.28
O 2.95 1.53 -0.20
O 2.29 -0.76 -0.26
H -1.16 -0.93 1.94
H -2.71 -1.66 1.65
H -2.68 0.05 2.06
H 5.23 0.62 0.57
H 4.95 -1.09 0.80
H 4.77 -0.25 -0.87
H 0.88 -2.26 0.08
H 0.93 -0.96 1.38
H -3.54 -1.17 -1.19
H -2.78 0.29 -1.71
H 2.88 0.07 1.48
H 0.43 -1.44 -2.16
H 3.64 2.20 -0.37
H -0.39 -0.06 -2.68
H -4.44 0.09 0.73
H -5.24 0.61 -0.57
H -3.89 1.58 -0.12
H 2.11 2.01 0.09

As for the net charge: +2. The energy above the lowest of the compared OMol25 structures with the same formula, charge and spin is 10.7 kJ/mol. The HOMO-LUMO gap is 9.0655 eV. As for the energy: -725.3786 Eh.

***

Record 4
A gas-phase ion, C5H11N2S2 (charge +1) in a non-equilibrium geometry, computed with the ωB97M-V functional and the def2-TZVPD basis.

Cartesian coordinates (Å):
S -3.38 0.95 -0.42
C -2.71 -0.54 -0.02
N -1.34 -0.68 0.03
S -0.56 -2.12 0.51
C -0.61 0.51 0.04
C 0.44 0.54 1.26
C 1.84 0.35 0.72
N 1.60 -0.05 -0.80
C 0.31 0.67 -1.22
H -3.30 -1.52 0.02
H -0.76 -2.78 -0.60
H -1.33 1.29 0.15
H 0.26 -0.07 2.14
H 0.51 1.50 1.79
H 2.31 1.28 0.80
H 2.28 -0.50 1.04
H 2.53 0.01 -1.32
H 1.50 -1.04 -0.80
H -0.04 0.43 -2.16
H 0.46 1.75 -1.17

As for the net charge: +1. The energy above the lowest of the compared OMol25 structures with the same formula, charge and spin is 260.5 kJ/mol. The HOMO-LUMO gap is 8.5870 eV. Its SMILES is S=CN(S)[C@H]1CC[NH2+]C1. As for the energy: -1102.6791 Eh.

***

Record 5
2 unconnected molecules or ions with the total composition O2S2, computed with the ωB97M-V functional and the def2-TZVPD basis.

Cartesian coordinates (Å):
O 0.25 0.46 0.08
O -1.84 -0.80 -0.02
S 2.78 -0.13 -0.02
S -1.18 0.47 -0.05

The energy above the lowest of the compared OMol25 structures with the same formula, charge and spin is 198.2 kJ/mol. The HOMO-LUMO gap (spin up / spin down) is 7.4346 / 7.4325 eV. As for the energy: -946.7321 Eh.

***

Record 6
A single C6H8N2O molecule in a non-equilibrium geometry, computed with the ωB97M-V functional and the def2-TZVPD basis.

Cartesian coordinates (Å):
N -2.36 -0.54 2.00
C -1.34 -0.59 1.46
C -0.14 -0.50 0.71
C 0.11 0.31 -0.31
C -0.80 1.35 -0.89
O -0.60 1.52 -2.30
N 1.35 0.20 -0.73
C 2.12 -0.73 0.07
C 1.07 -1.34 0.99
H -0.55 2.31 -0.45
H -1.85 1.16 -0.63
H -1.04 0.80 -2.77
H 1.56 0.45 -1.65
H 2.87 -0.21 0.68
H 2.66 -1.47 -0.57
H 1.34 -1.37 2.04
H 0.81 -2.38 0.73

The energy above the lowest of the compared OMol25 structures with the same formula, charge and spin is 92.5 kJ/mol. The HOMO-LUMO gap is 8.5895 eV. Its SMILES is N#CC1=C(CO)NCC1. As for the energy: -418.1481 Eh.

***

Record 7
A single C2H5N5O molecule in a non-equilibrium geometry, computed with the ωB97M-V functional and the def2-TZVPD basis.

Cartesian coordinates (Å):
N 2.48 0.16 -0.40
C 1.09 0.29 0.01
N 0.53 1.43 0.48
C -0.81 1.10 0.09
O -1.59 1.88 -0.30
N -0.97 -0.23 0.29
N -2.06 -0.87 -0.20
N 0.39 -0.79 0.08
H 2.83 1.05 -0.30
H 2.81 -0.52 0.58
H -2.60 -1.40 0.67
H -2.76 -0.35 -0.67
H 0.66 -1.75 -0.33

The energy above the lowest of the compared OMol25 structures with the same formula, charge and spin is 309.4 kJ/mol. The HOMO-LUMO gap is 9.7511 eV. Its SMILES is Nc1nc(=O)n(N)[nH]1. As for the energy: -428.1053 Eh.

***

Record 8
7 unconnected molecules or ions with the total composition C25H59F3O9, computed with the ωB97M-V functional and the def2-TZVPD basis.

Cartesian coordinates (Å):
C -0.09 -0.89 -2.46
C -0.20 0.19 -3.55
O -1.12 1.21 -3.20
C -2.47 0.85 -3.44
C -3.36 1.45 -2.36
C -4.12 0.45 -1.52
O -5.14 -0.21 -2.32
C -4.79 -1.34 -2.93
O -4.15 -2.24 -2.48
C -5.33 -1.43 -4.38
F -4.34 -1.78 -5.20
F -6.29 -2.36 -4.46
F -5.84 -0.27 -4.82
H -0.14 -1.89 -2.89
H -0.92 -0.79 -1.76
H 0.85 -0.81 -1.92
H 0.77 0.69 -3.66
H -0.43 -0.24 -4.53
H -2.77 1.21 -4.43
H -2.55 -0.24 -3.47
H -2.73 2.02 -1.67
H -4.07 2.16 -2.78
H -4.64 0.96 -0.73
H -3.48 -0.29 -1.04
C 4.78 -1.77 -0.02
C 3.32 -2.20 -0.01
C 3.11 -3.48 0.78
O 2.85 -2.36 -1.35
H 5.40 -2.55 -0.48
H 4.91 -0.85 -0.59
H 5.15 -1.61 1.00
H 2.71 -1.40 0.41
H 3.68 -4.29 0.32
H 2.05 -3.76 0.77
H 3.43 -3.37 1.81
H 3.36 -3.06 -1.77
C -4.72 -1.24 2.81
C -4.35 0.23 2.67
C -4.81 1.04 3.87
O -4.90 0.76 1.46
H -5.80 -1.36 2.88
H -4.38 -1.81 1.94
H -4.27 -1.68 3.71
H -3.27 0.32 2.56
H -5.90 0.99 3.97
H -4.54 2.09 3.75
H -4.37 0.67 4.79
H -5.86 0.69 1.51
C 1.35 -7.63 -1.77
C 1.88 -6.21 -1.77
C 0.77 -5.20 -2.03
O 2.92 -6.05 -2.73
H 0.92 -7.88 -2.74
H 2.16 -8.34 -1.58
H 0.58 -7.77 -1.01
H 2.34 -6.00 -0.81
H 0.31 -5.38 -3.00
H 1.17 -4.19 -2.02
H -0.01 -5.27 -1.27
H 2.55 -6.23 -3.60
C -0.08 2.09 4.31
C -0.26 0.68 3.76
C 1.08 -0.02 3.57
O -0.98 0.71 2.53
H 0.51 2.70 3.62
H -1.04 2.57 4.44
H 0.44 2.08 5.27
H -0.88 0.10 4.44
H 1.70 0.52 2.85
H 0.93 -1.03 3.18
H 1.63 -0.09 4.51
H -0.47 1.21 1.89
C 2.23 6.28 6.84
C 0.89 5.96 6.20
C -0.25 6.71 6.87
O 0.65 4.56 6.22
H 2.23 5.98 7.89
H 3.04 5.74 6.34
H 2.45 7.35 6.79
H 0.92 6.22 5.14
H -0.32 6.42 7.92
H -1.20 6.47 6.39
H -0.09 7.79 6.82
H 0.61 4.28 7.14
C 4.37 2.92 -6.38
C 3.68 2.29 -5.18
C 4.57 1.25 -4.50
O 2.44 1.70 -5.57
H 4.60 2.16 -7.13
H 3.72 3.66 -6.85
H 5.30 3.41 -6.09
H 3.41 3.06 -4.46
H 4.81 0.44 -5.20
H 4.06 0.81 -3.65
H 5.50 1.70 -4.16
H 2.62 1.00 -6.21

The energy above the lowest of the compared OMol25 structures with the same formula, charge and spin is 0.0 kJ/mol. The HOMO-LUMO gap is 9.9292 eV. Its SMILES is CCOCCCOC(=O)C(F)(F)F.CC(C)O.CC(C)O.CC(C)O.CC(C)O.CC(C)O.CC(C)O. As for the energy: -1964.6649 Eh.

***

Record 9
10 unconnected molecules or ions with the total composition C34H70N10O6 in a non-equilibrium geometry, computed with the ωB97M-V functional and the def2-TZVPD basis.

Cartesian coordinates (Å):
C -0.94 4.93 -2.89
N -0.14 4.74 -4.09
C -0.53 5.45 -5.23
C 0.95 3.95 -4.22
O 1.61 3.79 -5.30
H -1.02 6.00 -2.70
H -0.57 4.43 -1.99
H -1.93 4.50 -2.99
H -1.10 6.37 -5.07
H 0.25 5.69 -5.95
H -1.31 4.95 -5.79
H 1.06 3.45 -3.24
C 3.81 1.13 -5.82
N 3.37 -0.07 -5.17
C 2.08 -0.64 -5.65
C 3.86 -0.35 -3.95
O 3.31 -1.18 -3.25
H 3.78 0.97 -6.90
H 4.84 1.28 -5.51
H 3.14 1.95 -5.56
H 2.19 -0.96 -6.69
H 1.79 -1.52 -5.09
H 1.22 0.04 -5.69
H 4.79 0.19 -3.69
C -4.61 1.02 -3.17
N -5.30 1.11 -1.88
C -4.51 1.31 -0.71
C -6.66 1.04 -1.81
O -7.34 1.01 -0.79
H -5.19 1.04 -4.09
H -4.04 0.10 -3.28
H -3.98 1.91 -3.25
H -3.93 2.23 -0.83
H -5.03 1.50 0.22
H -3.85 0.46 -0.58
H -7.06 0.88 -2.82
C 4.54 -2.88 2.06
N 4.30 -2.49 0.68
C 4.65 -3.40 -0.36
C 3.77 -1.27 0.36
O 3.48 -0.41 1.18
H 3.88 -3.71 2.32
H 4.41 -2.16 2.86
H 5.58 -3.20 2.13
H 5.69 -3.73 -0.31
H 4.13 -4.35 -0.36
H 4.53 -3.04 -1.39
H 3.57 -1.10 -0.71
C 0.95 -5.92 -0.82
N 1.66 -5.09 -1.86
C 2.61 -5.78 -2.70
C 1.46 -3.76 -1.92
O 0.64 -3.16 -1.24
H 1.68 -5.95 -0.01
H 0.87 -6.95 -1.16
H 0.04 -5.55 -0.35
H 3.17 -5.03 -3.27
H 3.31 -6.36 -2.10
H 2.05 -6.51 -3.28
H 2.21 -3.28 -2.56
C -0.01 0.70 0.72
N -0.12 0.82 -0.77
C 1.22 0.53 -1.41
C -1.10 1.55 -1.36
O -1.09 1.88 -2.53
H -0.04 -0.38 0.88
H -0.80 1.18 1.29
H 0.91 1.17 1.08
H 1.93 1.29 -1.06
H 1.48 -0.50 -1.16
H 1.16 0.71 -2.48
H -1.87 1.80 -0.61
C -2.67 2.65 3.76
C -2.48 1.71 4.93
C -1.03 1.23 5.12
C 0.01 2.27 5.14
N 0.89 3.03 5.11
H -3.68 2.83 3.40
H -2.03 2.37 2.92
H -2.23 3.60 4.09
H -3.15 0.86 4.81
H -2.80 2.24 5.83
H -0.83 0.69 4.19
H -1.03 0.58 6.00
C 2.32 4.46 0.48
C 1.75 4.71 1.90
C 0.33 5.34 1.88
C -0.68 4.59 1.13
N -1.46 3.98 0.55
H 3.36 4.13 0.50
H 2.21 5.37 -0.10
H 1.76 3.63 0.03
H 2.40 5.43 2.41
H 1.84 3.78 2.46
H 0.29 6.31 1.39
H 0.01 5.30 2.92
C -3.57 -3.19 5.27
C -4.66 -2.89 4.25
C -4.19 -2.81 2.82
C -3.38 -1.67 2.38
N -2.74 -0.74 2.12
H -3.99 -3.40 6.26
H -2.84 -2.40 5.45
H -3.04 -4.13 5.10
H -5.08 -1.90 4.45
H -5.58 -3.47 4.30
H -5.06 -2.85 2.17
H -3.53 -3.65 2.58
C 0.73 -2.93 4.54
C 0.97 -2.26 3.22
C 0.61 -3.15 1.99
C -0.55 -4.09 2.00
N -1.42 -4.85 2.04
H -0.24 -3.44 4.60
H 0.85 -2.30 5.41
H 1.39 -3.79 4.72
H 2.00 -1.94 3.07
H 0.41 -1.32 3.22
H 1.47 -3.75 1.70
H 0.48 -2.49 1.13

The energy above the lowest of the compared OMol25 structures with the same formula, charge and spin is 0.0 kJ/mol. The HOMO-LUMO gap is 9.2366 eV. Its SMILES is CN(C)C=O.CN(C)C=O.CN(C)C=O.CN(C)C=O.CN(C)C=O.CN(C)C=O.CCCC#N.CCCC#N.CCCC#N.CCCC#N. As for the energy: -2336.4283 Eh.

***

- The lowest energy belongs to which entry?
  C44H106N6O14